No. 1
71
Properties=species:S:1:pos:R:3:forces:R:3 method="wB97M-V/def2-TZVPD" lumo_energy_ev=-5.21 orbital_gap_ha=0.156 relative_energy_kj_mol=343.8 charge=+1 e_tot_ev=-39240.4202
C -3.0833 -0.4313 -3.9361 -0.174 0.464 -0.741
N -2.0574 -0.7861 -3.0216 0.129 -0.097 0.004
C -1.4592 -2.0805 -2.9779 -0.207 0.021 0.659
C 0.0755 -2.0196 -3.0776 -0.214 0.033 -0.829
C 0.6463 -0.7782 -2.4209 -0.495 0.685 0.137
N 1.9997 -0.5441 -2.5001 0.238 -0.293 0.644
C 2.7962 -1.3005 -3.4595 -0.186 0.037 -0.565
C 4.2605 -0.8774 -3.5188 0.267 0.267 0.305
O 4.4746 0.5143 -3.2991 -0.529 -0.330 0.335
C 3.9569 0.9230 -2.0363 0.349 -0.328 -0.374
C 2.4562 0.7093 -1.9241 0.336 0.319 -0.411
C -0.1720 0.1294 -1.8059 0.366 -0.291 -0.045
C -1.6090 0.2409 -2.1420 -0.675 -0.149 0.397
H -3.7204 0.3429 -3.4762 -0.098 -0.433 -0.197
H -2.6569 0.0305 -4.8516 -0.326 -0.154 0.068
H -3.6912 -1.2954 -4.2369 0.057 0.254 0.151
H -1.7226 -2.5753 -2.0184 0.071 -0.127 -0.253
H -1.8967 -2.6743 -3.7968 0.353 0.066 0.359
H 0.4926 -2.9359 -2.6345 0.101 0.280 0.040
H 0.3190 -2.0646 -4.1517 0.212 0.175 0.324
H 2.7636 -2.3672 -3.1979 0.008 0.191 -0.114
H 2.3763 -1.2082 -4.4792 -0.017 0.102 0.394
H 4.8179 -1.4704 -2.7695 0.106 0.289 -0.268
H 4.6430 -1.0516 -4.5323 0.007 -0.252 0.430
H 4.4628 0.3790 -1.2160 0.092 0.188 -0.292
H 4.1725 1.9965 -1.9919 0.005 -0.292 0.316
H 1.9580 1.5847 -2.3843 -0.137 -0.451 -0.021
H 2.2089 0.7313 -0.8560 0.030 -0.034 -0.229
H 0.1999 0.9264 -1.1694 0.090 -0.031 -0.450
H -1.8274 1.2077 -2.6329 0.345 -0.181 0.214
H -2.1983 0.2460 -1.2046 -0.170 0.200 -0.206
C 1.6280 5.2480 3.5523 0.156 0.340 -0.195
N 0.8788 4.1258 4.0846 -0.010 -0.452 -0.390
C 0.3865 4.2802 5.4438 -0.482 -0.159 0.178
C 0.4115 3.1190 3.2776 -0.017 0.444 0.252
C 1.1352 2.6521 2.1384 0.046 -0.432 -0.154
C 0.7792 1.4526 1.5448 0.273 0.513 0.371
C -0.4631 0.8496 1.8341 -0.247 -0.737 -0.544
C -0.8500 -0.4119 1.2583 -0.138 0.934 1.093
C -2.2063 -0.8168 0.9818 -0.584 -1.074 -0.128
C -2.2087 -2.2216 0.6666 -1.188 1.156 -0.188
C -3.3913 -2.8712 0.3399 0.751 0.127 0.254
C -4.5783 -2.1299 0.3139 0.048 0.704 -0.122
C -4.5648 -0.7450 0.5566 -0.182 -0.214 0.133
C -3.3933 -0.0807 0.9415 0.245 -0.245 -0.312
C -0.8506 -2.7131 0.8391 1.411 0.122 0.617
C -0.0252 -1.5936 1.2139 0.088 -1.373 -0.356
C 1.2485 -1.8012 1.7417 -0.372 0.038 -0.199
C 1.6833 -3.1188 1.8998 0.000 -0.470 -0.149
C 0.8881 -4.2094 1.5020 0.603 0.496 0.061
C -0.3746 -4.0118 0.9322 -0.364 0.609 -0.020
C -1.2970 1.4540 2.8009 0.150 0.223 0.217
C -0.8230 2.4871 3.5813 -0.184 -0.418 -0.055
H 2.2426 4.9525 2.7003 -0.034 0.068 0.215
H 0.9555 6.0567 3.2146 0.128 -0.269 0.100
H 2.2719 5.6626 4.3346 -0.021 -0.174 -0.237
H 0.5532 3.3706 6.0398 0.037 0.182 -0.265
H 0.9123 5.1074 5.9280 -0.124 -0.193 -0.171
H -0.6908 4.4861 5.4680 0.153 0.193 0.070
H 2.0160 3.1838 1.7808 -0.137 -0.294 0.270
H 1.4482 0.9562 0.8374 -0.332 0.440 0.135
H -3.3642 -3.9356 0.1205 -0.219 0.158 0.023
H -5.5258 -2.6202 0.0798 0.338 0.173 0.004
H -5.4899 -0.1786 0.4450 0.231 -0.194 0.188
H -3.3786 0.9829 1.1901 -0.211 -0.336 -0.318
H 1.8497 -0.9516 2.0685 -0.074 -0.369 -0.003
H 2.6576 -3.3034 2.3526 -0.274 -0.007 -0.138
H 1.2606 -5.2202 1.6648 -0.084 0.252 -0.095
H -1.0125 -4.8381 0.6249 0.212 0.026 0.212
H -2.2798 1.0340 2.9976 0.286 0.040 0.138
H -1.4248 2.8101 4.4274 0.186 0.048 -0.274

=====

No. 2
75
Properties=species:S:1:pos:R:3:forces:R:3 method="wB97M-V/def2-TZVPD" lumo_energy_ev=-3.42 orbital_gap_ha=0.148 e_tot_ev=-150336.1275
O -0.9977 -4.0593 -0.7457 0.002 0.466 0.292
P 0.1240 -4.1265 -1.6890 -1.640 -0.367 0.832
O -0.2059 -5.1479 -2.8373 0.514 0.019 -0.288
O 0.5306 -2.7387 -2.2768 0.908 -0.482 0.789
S 1.8314 -5.0145 -0.6650 1.606 -0.884 -1.549
O 2.8302 -4.0063 -0.4297 -0.541 0.714 0.683
O 2.2884 -6.0787 -1.5055 -0.466 -0.594 -0.091
N 1.1969 -5.6940 0.6815 0.059 1.519 -0.250
S 1.4667 -4.9877 2.0241 -0.324 -3.094 1.251
O 0.6057 -5.4959 3.0436 -0.791 0.361 -0.025
O 2.8098 -4.8185 2.4742 0.460 1.362 -0.566
S 0.7149 -2.8606 1.9994 1.348 0.216 0.207
O 1.5644 -1.9750 1.3012 0.401 0.395 -0.719
O 0.6611 -2.4714 3.4341 -0.165 0.069 1.118
F -0.7142 -2.7351 1.4928 -0.548 0.024 0.373
H -1.1727 -5.1597 -2.9023 0.009 -0.235 -0.211
H 1.4261 -2.7732 -2.6667 -0.323 0.512 -0.778
Al 2.0574 -1.7616 4.6484 -0.558 -0.349 -0.555
C -0.1169 -1.9850 -6.7713 -0.299 0.535 -0.495
C 0.5075 -2.7875 -5.6371 0.237 -0.157 0.438
O 1.0843 -2.1904 -4.7178 0.260 0.094 -0.167
O 0.3737 -4.0393 -5.7351 -0.376 0.101 -0.283
H 0.0335 -0.9148 -6.6203 0.218 -0.110 0.218
H 0.3379 -2.2785 -7.7160 -0.062 -0.133 0.034
H -1.1861 -2.1870 -6.8246 0.122 -0.205 -0.010
N 2.9736 -5.4333 -7.2782 -0.103 -0.234 -0.047
O 2.7216 -6.4773 -7.9385 0.619 -0.060 0.019
O 2.6099 -4.3440 -7.6456 0.955 0.552 0.316
O 3.6475 -5.5619 -6.1973 0.249 0.048 0.002
Na 5.1363 -7.0739 -6.5079 -0.640 0.109 0.005
O -1.1758 -4.7725 -10.4863 0.552 0.153 -1.830
P -0.8935 -5.0708 -8.9486 0.705 -0.594 0.879
O 0.6119 -4.8954 -8.7068 -1.425 -0.294 -1.330
O -1.3037 -6.4802 -8.6279 -0.004 -0.113 -0.262
O -1.6721 -4.0994 -8.1049 -0.189 0.485 0.367
C -4.2648 5.6152 2.8268 0.027 -0.020 0.025
C -3.5398 5.2328 3.9505 -0.010 0.020 -0.038
C -2.6120 4.2095 3.8624 -0.026 0.082 0.088
C -2.4124 3.5561 2.6520 -0.020 -0.030 -0.084
C -3.1564 3.9252 1.5300 0.090 -0.092 0.003
C -4.0743 4.9630 1.6204 -0.092 0.108 0.052
C -2.9931 3.2068 0.2287 -0.052 0.023 -0.103
O -3.6389 3.5363 -0.7432 -0.016 0.020 -0.003
C -2.0244 2.0783 0.1687 0.010 0.006 0.090
C -1.8885 1.3546 -1.0113 0.059 -0.092 -0.044
C -0.9813 0.3087 -1.0846 -0.066 0.082 0.031
C -0.1994 -0.0114 0.0202 -0.194 0.229 -0.252
C -0.3332 0.7044 1.1950 0.092 -0.142 -0.016
C -1.2490 1.7421 1.2828 -0.111 0.123 -0.024
C -1.3961 2.4687 2.5693 0.058 -0.006 0.139
O -0.7130 2.1898 3.5363 -0.029 -0.125 -0.024
H -4.9838 6.4210 2.8954 -0.005 0.002 0.002
H -3.6988 5.7358 4.8955 0.006 0.005 0.003
H -2.0425 3.9116 4.7323 0.046 -0.061 -0.044
H -4.6388 5.2525 0.7448 0.034 -0.082 -0.056
H -2.4973 1.6103 -1.8673 -0.038 0.088 0.043
H -0.8786 -0.2606 -1.9995 0.027 -0.017 0.009
H 0.5097 -0.8140 -0.0331 0.058 -0.016 -0.218
H 0.2740 0.4561 2.0551 -0.032 0.069 0.049
Ca 0.0583 -4.7688 -12.0739 -0.617 -0.065 2.000
C 2.7076 5.9511 7.7762 -0.021 0.056 -0.169
C 1.6031 4.9096 7.7015 0.102 -0.037 0.071
O 0.4207 5.3725 7.0794 -0.146 0.022 0.066
C 0.5526 5.7781 5.7279 0.025 0.026 -0.184
C 1.0033 4.6679 4.7938 0.165 -0.027 0.211
H 2.3330 6.8736 8.2216 -0.002 -0.026 0.061
H 3.5368 5.5790 8.3788 -0.013 -0.008 0.020
H 3.0997 6.1967 6.7881 0.044 -0.031 0.010
H 1.3087 4.6245 8.7120 -0.095 0.012 -0.021
H 1.9641 3.9983 7.2103 0.036 0.031 -0.026
H 1.2180 6.6460 5.6508 0.026 -0.020 0.002
H -0.4391 6.1191 5.4274 -0.036 -0.005 0.098
H 2.0321 4.3630 4.9971 0.026 0.055 -0.059
H 0.9554 5.0035 3.7571 -0.036 -0.001 -0.004
H 0.3717 3.7887 4.9074 -0.044 0.016 -0.071

=====

No. 3
80
Properties=species:S:1:pos:R:3:forces:R:3 method="wB97M-V/def2-TZVPD" spin_multiplicity=6 lumo_energy_ev="-5.63 / -8.94" orbital_gap_ha="0.244 / 0.179" relative_energy_kj_mol=89.4 s2=8.810 charge=+2 e_tot_ev=-85606.9937
Ir -0.0175 -0.0851 -0.1070 -1.315 0.171 0.132
Cl 3.1910 -0.5585 1.4370 -0.031 -0.080 -0.093
C 3.0578 -2.1222 0.6359 0.260 0.137 0.180
Cl 1.6057 -2.2274 -0.4113 0.143 0.005 0.196
H 2.9837 -2.8920 1.3949 -0.089 -0.048 -0.090
H 3.9293 -2.2597 0.0063 -0.074 -0.048 -0.055
C 0.6585 -1.1643 5.6363 -0.178 0.078 -0.001
C -0.5714 -0.3072 5.3409 0.336 -0.063 0.077
N -1.5209 -1.0238 4.4904 0.243 0.196 -0.352
C -2.5271 -1.8476 5.1660 -0.332 -0.121 0.040
C -3.8547 -1.1064 5.2853 0.134 0.007 -0.020
C -1.4585 -1.0199 3.1622 -0.116 -0.523 -0.094
S -0.3100 0.0958 2.4212 0.520 0.603 -0.855
N -2.2993 -1.7700 2.4901 -0.467 0.031 0.135
C -2.2542 -2.1030 1.1944 0.156 0.197 0.458
O -1.2751 -1.8801 0.4370 0.205 -0.050 -0.515
C -3.4474 -2.7985 0.6702 0.048 -0.096 -0.125
C -3.5328 -3.0833 -0.6949 -0.030 0.058 0.069
C -4.6648 -3.6950 -1.2026 0.060 -0.008 -0.102
C -5.7073 -4.0453 -0.3550 -0.005 0.014 0.046
C -5.6213 -3.7763 1.0052 -0.006 -0.048 -0.011
C -4.4933 -3.1636 1.5206 0.017 0.106 -0.065
H 1.3473 -0.6126 6.2736 0.020 -0.021 0.013
H 1.1725 -1.4267 4.7103 0.036 0.006 0.001
H 0.3747 -2.0834 6.1481 0.047 -0.022 0.009
H -0.2712 0.6139 4.8429 -0.101 0.047 0.099
H -1.0847 -0.0494 6.2663 -0.075 0.049 -0.074
H -2.1384 -2.0919 6.1534 0.079 -0.022 -0.046
H -2.6604 -2.7668 4.5993 0.086 -0.014 0.066
H -3.7325 -0.1756 5.8390 -0.029 0.004 0.027
H -4.5706 -1.7311 5.8166 -0.026 0.013 0.013
H -4.2548 -0.8751 4.2988 -0.009 -0.016 -0.011
H -2.7093 -2.8276 -1.3501 0.019 -0.011 0.019
H -4.7288 -3.9075 -2.2612 -0.021 -0.041 -0.001
H -6.5830 -4.5394 -0.7536 -0.022 0.021 -0.004
H -6.4326 -4.0507 1.6652 0.000 -0.029 -0.002
H -4.4126 -2.9620 2.5782 0.000 0.025 0.020
N 1.1643 1.9311 0.1075 0.160 -0.162 0.275
C 1.1653 3.0623 -0.1595 -0.005 -0.150 -0.055
N 1.1669 4.3215 -0.4627 0.007 -0.190 0.056
C 2.1503 4.8954 -1.3852 0.302 0.469 -0.096
C 2.8065 6.1088 -0.7200 -0.083 -0.212 0.025
O 1.8314 7.0054 -0.2390 -0.028 0.081 -0.068
C 1.0079 6.4226 0.7467 -0.036 -0.225 -0.078
C 0.2188 5.2581 0.1493 -0.068 0.497 0.208
H 1.6401 5.2204 -2.2956 -0.053 -0.096 0.026
H 2.9020 4.1488 -1.6364 -0.063 -0.051 -0.003
H 3.3997 6.6584 -1.4483 0.055 -0.069 0.012
H 3.4534 5.7735 0.1020 0.004 0.034 -0.025
H 0.3306 7.2024 1.0890 -0.012 -0.046 0.046
H 1.6154 6.0675 1.5902 -0.025 0.042 0.000
H -0.4472 5.6451 -0.6259 -0.011 -0.112 -0.011
H -0.3669 4.7437 0.9087 0.002 -0.061 -0.053
O -1.6775 2.2354 0.2401 -0.327 0.030 -0.208
C -1.6403 1.1591 -0.2666 0.602 -0.186 0.643
C -5.0689 1.3623 -1.6396 -0.094 -0.043 -0.447
C -4.1075 1.1447 -0.6972 0.340 -0.033 0.153
C -2.7947 0.5212 -1.0408 -0.159 0.151 -0.145
C -2.4808 0.5701 -2.5145 -0.257 -0.037 0.250
C -3.5243 0.7677 -3.4102 0.692 -0.038 -0.061
C -4.8226 1.0894 -2.9964 -0.613 0.139 0.396
C -1.1632 0.4120 -2.9720 -0.206 -0.028 -0.677
C -0.0086 0.1952 -2.2324 0.681 -0.363 1.042
C 1.2519 -0.0077 -2.8911 -0.271 0.149 -0.351
C 1.2886 -0.5070 -4.2228 0.016 0.160 -0.119
C 2.4798 -0.7525 -4.8617 -0.064 -0.115 -0.167
C 3.6920 -0.5145 -4.2156 -0.127 0.075 0.055
C 3.6874 0.0039 -2.9192 0.020 0.027 0.120
C 2.5014 0.2488 -2.2690 0.059 -0.042 0.059
H -6.0266 1.7742 -1.3508 -0.020 -0.046 0.034
H -4.2756 1.3883 0.3436 -0.068 0.013 -0.009
H -2.8356 -0.5392 -0.7440 0.040 0.044 0.040
H -3.3167 0.7028 -4.4727 0.040 0.034 -0.002
H -5.6171 1.2079 -3.7181 0.064 0.021 -0.071
H -1.0461 0.5394 -4.0470 -0.043 -0.029 0.032
H 0.3626 -0.7047 -4.7448 0.045 -0.098 -0.002
H 2.4737 -1.1299 -5.8752 0.012 -0.044 0.014
H 4.6268 -0.7159 -4.7202 0.010 0.006 -0.012
H 4.6230 0.2166 -2.4189 0.007 0.012 -0.016
H 2.5213 0.6681 -1.2761 -0.006 -0.015 0.103